Density functional theory data (ωB97M-V/def2-TZVPD) for a molecular structure, C31H78F3O11Zn.

Geometry as XYZ:
```
124
Properties=species:S:1:pos:R:3:forces:R:3:lowdin_charge:R:1
Zn -3.701 -0.164 2.126 2.1186 -0.3779 -1.8041 0.9526
C -1.695 -0.030 -0.308 -3.5319 -1.8274 1.2252 -0.3299
O -1.676 -1.433 0.014 0.9714 -0.3609 -0.0412 -0.1493
O -2.650 0.439 0.576 0.4995 1.1617 1.0292 -0.2318
C -0.301 0.632 -0.260 1.5083 1.0103 -1.7127 -0.4808
F 0.262 0.832 -1.514 -1.3545 -0.3605 0.4435 0.0951
F -0.383 1.859 0.261 -0.1577 -0.1666 0.3337 0.1398
F 0.692 -0.028 0.354 -0.9581 -0.3186 0.7769 0.1319
C -1.026 -2.383 -0.823 0.6093 0.1215 0.1212 -0.2248
C -1.345 -3.778 -0.293 -0.5124 0.0775 -1.0817 -0.0518
H -0.823 -4.511 -0.909 0.2114 -0.0237 0.1881 0.0841
H -1.089 -3.945 0.752 0.1473 0.1571 -0.0059 0.0652
H -2.399 -4.012 -0.466 -0.0880 0.0528 0.2776 0.0677
H 0.063 -2.258 -0.806 -0.0218 0.1990 0.0688 0.1082
H -1.335 -2.228 -1.862 -0.1591 -0.2873 -0.0107 0.1334
H -2.273 0.059 -1.232 1.4630 0.2886 -1.0193 0.1496
C 2.995 -0.288 2.203 0.5810 0.6846 -0.5690 -0.0417
C 3.343 0.330 3.549 -1.0920 -0.5342 0.9088 -0.4770
C 2.585 -0.401 4.695 0.9160 0.2386 0.3624 -0.0476
O 4.732 0.286 3.756 0.5506 -0.2693 -0.4333 -0.0282
H 1.935 -0.513 2.147 0.0638 -0.2275 0.0843 0.0423
H 3.615 -1.141 1.921 -0.1580 -0.3139 0.5703 0.0768
H 3.205 0.412 1.390 -0.0830 0.2131 0.1065 0.0712
H 2.994 1.367 3.583 0.0057 0.1244 -0.2792 0.1197
H 1.544 -0.610 4.457 0.1011 0.0741 -0.0047 0.0288
H 2.634 0.172 5.627 -0.2055 0.3028 -0.1496 0.0763
H 3.118 -1.311 4.983 -0.1695 -0.2816 -0.4823 0.0850
H 5.020 0.843 4.482 -0.2592 0.0876 0.0772 0.0966
C 5.117 0.889 -3.676 -0.1347 0.3560 0.8652 -0.0452
C 4.713 -0.062 -2.551 -0.2535 0.2901 -0.0677 -0.4902
C 3.450 0.432 -1.844 0.6465 0.9196 -0.0373 -0.0573
O 4.509 -1.323 -3.159 0.0003 -0.3378 -0.3517 -0.0520
H 5.905 0.464 -4.293 -0.3530 -0.1854 -0.3084 0.0826
H 5.521 1.831 -3.297 -0.0650 -0.0530 0.2374 0.0801
H 4.182 1.142 -4.177 0.3235 -0.1431 -0.6804 0.0666
H 5.519 -0.145 -1.810 0.0157 0.0098 0.0151 0.1323
H 2.638 0.693 -2.525 -0.0711 -0.6502 -0.1823 0.0590
H 3.686 1.414 -1.418 0.0883 -0.1514 0.3771 0.0853
H 3.139 -0.236 -1.042 -0.1786 -0.0549 -0.0642 0.0618
H 3.853 -1.833 -2.677 -0.0163 -0.0892 0.2300 0.0519
C -5.258 -3.793 0.908 -0.1340 0.2828 2.1802 -0.0363
C -4.906 -2.446 0.301 -0.1900 -1.5408 -0.6863 -0.4375
C -5.635 -2.216 -1.007 0.7108 1.7469 -1.2366 -0.0243
O -5.170 -1.385 1.255 -0.5571 0.2488 0.3178 -0.0771
H -4.740 -3.827 1.878 0.5063 -0.3766 -0.2874 0.0748
H -5.012 -4.674 0.324 0.0825 0.1938 -0.2442 0.0955
H -6.275 -3.893 1.305 -0.3583 0.2012 -0.8255 0.0933
H -3.826 -2.463 0.189 -0.0279 0.4922 -0.4146 0.0986
H -5.179 -1.362 -1.528 0.1131 0.1206 0.2640 0.0851
H -6.679 -1.901 -0.971 -0.1384 -0.5097 0.5909 0.0928
H -5.523 -2.980 -1.775 -0.0660 -0.5676 0.5727 0.0961
H -6.110 -1.481 1.464 0.1160 0.3977 0.2384 0.1285
C 1.457 3.925 1.833 1.5619 -0.1945 -0.1581 -0.0608
C 2.492 5.012 1.492 -1.5829 0.1112 -0.9675 -0.4724
C 2.162 5.649 0.140 -0.3641 0.1064 0.2626 -0.0636
O 2.266 6.000 2.508 1.2303 -0.2871 -0.1021 -0.0522
H 1.449 3.139 1.078 -0.3020 0.2367 -0.2527 0.0695
H 0.496 4.415 1.969 -0.1404 -0.2022 -0.0194 0.0835
H 1.785 3.402 2.734 -0.1547 0.3589 0.2232 0.0533
H 3.505 4.625 1.352 0.1655 -0.0587 1.0180 0.1362
H 1.161 6.072 0.245 -0.0374 0.0031 -0.3346 0.0831
H 2.188 4.929 -0.679 -0.0376 -0.0401 0.0236 0.0779
H 2.842 6.466 -0.104 0.0786 -0.0335 0.0680 0.0783
H 2.996 6.628 2.439 -0.1955 0.1382 0.1813 0.0935
C -2.307 3.584 3.700 -1.2845 0.2504 0.4118 -0.0325
C -1.849 2.257 3.118 1.8731 1.5446 -0.0302 -0.4108
C -0.534 1.835 3.808 -0.5408 -0.8134 0.1248 -0.0130
O -2.822 1.226 3.406 -0.6185 -0.3036 0.6596 -0.0926
H -2.109 3.631 4.774 0.1716 0.0758 -0.0513 0.0866
H -3.391 3.715 3.610 -0.0140 -0.2539 -0.1592 0.0876
H -1.932 4.493 3.232 0.5899 -0.3125 -0.1133 0.0917
H -1.716 2.368 2.044 -0.2862 -0.6031 0.0504 0.1210
H -0.591 1.943 4.897 -0.2140 0.3556 -0.0311 0.0954
H 0.359 2.365 3.484 -0.2732 -0.0613 -0.1891 0.0572
H -0.420 0.755 3.689 0.3869 0.0716 -0.4467 0.0566
H -2.778 1.239 4.377 -0.6626 -0.5396 -0.2280 0.1251
C 4.722 -4.299 0.894 0.3240 -0.0766 0.4851 -0.0562
C 3.712 -4.486 -0.223 -0.7003 0.0719 0.6415 -0.4788
C 2.296 -4.113 0.253 0.6752 -0.2044 -0.0575 -0.0522
O 3.951 -3.642 -1.337 0.6137 0.1980 -0.0324 -0.0565
H 5.677 -4.792 0.699 -0.0243 0.0552 -0.2173 0.0835
H 4.347 -4.746 1.818 -0.0529 -0.0826 -0.0642 0.0813
H 4.936 -3.256 1.137 -0.1831 0.1044 -0.2350 0.0779
H 3.775 -5.529 -0.551 -0.2673 -0.0159 0.0045 0.1371
H 2.014 -4.643 1.163 -0.0305 -0.1912 -0.1074 0.0784
H 1.586 -4.317 -0.547 -0.1144 0.1065 0.0708 0.0649
H 2.324 -3.047 0.489 -0.1988 0.0600 -0.1037 0.0702
H 4.898 -3.459 -1.333 -0.0619 0.0924 -0.3953 0.0946
C -2.196 -3.499 4.275 0.3942 1.3042 0.5163 -0.0250
C -1.760 -2.117 3.727 0.5460 -3.0068 -1.1324 -0.4001
C -0.310 -2.152 3.262 -0.0873 1.0627 0.6000 -0.0363
O -2.585 -1.909 2.556 -1.0676 1.2258 0.6325 -0.1185
H -3.261 -3.422 4.489 0.0446 -0.4462 0.3445 0.0815
H -1.576 -3.714 5.147 -0.4321 -0.0982 0.2682 0.0903
H -2.001 -4.311 3.575 -0.0628 0.2296 -0.3138 0.0871
H -1.928 -1.277 4.397 -0.1719 -0.1206 0.0885 0.1327
H -0.040 -2.897 2.515 -0.5123 0.0163 -0.2260 0.0838
H 0.377 -2.334 4.090 -0.1416 0.1986 0.1024 0.0880
H -0.178 -1.136 2.880 0.7397 -0.2803 -0.3296 0.0568
H -2.405 -2.547 1.855 0.3265 0.2401 -0.0759 0.0752
C 0.803 -0.823 -5.360 -1.0284 0.0313 1.1387 -0.0464
C 0.144 0.555 -5.123 0.2523 -0.3219 -2.1311 -0.4444
C 1.093 1.746 -5.351 -0.3791 -0.0953 0.7071 -0.0396
O -0.934 0.580 -6.093 -0.4099 0.4777 -0.0536 -0.0927
H -0.038 -1.519 -5.312 0.1620 -0.2248 0.1304 0.0714
H 1.520 -1.107 -4.589 0.2573 0.0866 -0.1722 0.0664
H 1.196 -0.948 -6.368 0.3171 0.4314 0.0610 0.0830
H -0.451 0.650 -4.219 0.6633 -0.2469 0.4919 0.0984
H 1.983 1.500 -5.928 -0.1478 -0.1624 -0.1875 0.0767
H 1.445 2.145 -4.396 0.0125 0.0052 0.0195 0.0672
H 0.528 2.542 -5.837 0.1204 0.0874 -0.0048 0.0747
H -0.610 0.833 -6.963 0.2078 -0.0658 0.0605 0.0833
C -2.832 2.380 -3.087 -0.8859 -1.2086 0.3917 -0.0641
C -3.602 2.864 -4.300 0.7898 2.1012 -0.3025 -0.4358
C -4.864 3.713 -4.028 -0.4124 -1.3770 1.2843 -0.0468
O -2.684 3.827 -4.890 0.2397 -0.0349 -0.3943 -0.0838
H -1.974 1.817 -3.449 -0.0959 -0.2358 0.1479 0.0517
H -3.528 1.747 -2.519 0.3340 -0.3696 0.0550 0.0743
H -2.448 3.086 -2.350 -0.2760 0.6846 -0.5030 0.0899
H -3.779 2.044 -4.996 -0.0218 -0.0664 0.0816 0.1349
H -4.855 4.592 -4.659 -0.0951 0.1145 0.1816 0.0762
H -4.901 3.915 -2.952 0.4226 0.8496 -0.1384 0.0702
H -5.823 3.188 -4.087 0.1704 -0.2411 -0.7778 0.0693
H -2.437 3.609 -5.792 -0.1570 -0.2551 0.0278 0.0821
```
Forces are in eV/Å.

The total energy is -4134.1966 Ha. For the LUMO energy, the calculation gives -3.85 eV. Its spin multiplicity is 1. The net charge is +1. As for the energy relative to the best compared isomer or geometry (same formula, charge and spin): 0.0 kJ/mol. Its HOMO energy is -11.4 eV.

Density functional theory data (ωB97M-V/def2-TZVPD) for a molecular structure, C17H32CrN3O10.

Geometry as XYZ:
```
63
Properties=species:S:1:pos:R:3:forces:R:3:lowdin_charge:R:1
Cr -17.133 20.690 -10.311 0.3451 2.3821 1.3601 1.0254
C -17.708 24.773 -8.729 -1.4228 0.7338 -0.1937 -0.0762
C -16.976 23.900 -9.726 0.7988 -0.6830 -0.9793 -0.3843
O -16.964 22.520 -9.477 -0.2398 -1.5584 -0.1089 -0.3823
H -18.684 25.058 -9.143 0.0359 -0.0540 0.0076 0.0550
H -17.232 25.744 -8.585 0.3202 -0.1784 0.2045 0.0573
H -17.990 24.352 -7.763 0.6220 -0.2878 0.0372 0.0771
H -15.937 24.251 -9.803 0.0281 0.0271 0.1145 0.0684
H -17.388 24.041 -10.734 -0.1320 0.4218 0.0388 0.1163
C -18.015 21.330 -6.655 -0.3552 0.6917 1.2892 0.0086
O -17.876 19.916 -6.443 0.0779 0.0833 -0.1641 0.0611
C -17.303 19.191 -7.361 -1.0214 -0.2770 1.2770 -0.5984
O -16.779 19.604 -8.369 0.6865 -0.0819 -1.3136 0.0391
O -17.434 17.924 -7.005 0.4621 -0.0654 -0.3462 0.0473
C -16.933 16.969 -7.942 0.0695 -0.6854 -0.0265 -0.0157
H -17.476 21.753 -7.500 -0.0827 -0.3315 -0.1695 0.0671
H -17.685 21.786 -5.718 0.3127 -0.0176 -0.1914 0.1065
H -19.087 21.535 -6.648 0.0130 -0.0581 -0.5438 0.1054
H -17.117 15.983 -7.522 -0.2555 0.1357 0.1128 0.1084
H -15.854 17.025 -8.084 -0.0590 0.4048 -0.0310 0.0928
H -17.471 17.062 -8.884 0.1547 0.0048 -0.1001 0.0929
C -13.965 18.464 -10.037 -0.6054 -0.1493 0.5036 0.0005
O -13.286 19.701 -10.256 0.2393 -0.7312 -0.1182 0.0710
C -13.955 20.672 -10.795 1.1669 0.5572 0.9481 -0.5991
O -15.124 20.654 -11.113 -2.0998 -0.4490 -0.3713 0.0311
O -13.176 21.715 -10.870 0.2198 0.2331 -0.2819 0.0758
C -13.771 22.879 -11.421 -0.4358 1.2103 -0.6467 -0.0036
H -14.290 17.979 -10.956 0.3799 0.0827 -0.1743 0.1124
H -14.859 18.634 -9.433 0.1492 0.0843 0.0425 0.0611
H -13.268 17.859 -9.468 0.0417 -0.1284 -0.1892 0.1117
H -14.761 23.046 -10.999 0.0738 -0.1269 -0.0859 0.0696
H -13.818 22.835 -12.512 -0.1644 -0.3957 0.1120 0.1140
H -13.157 23.756 -11.221 0.2783 -0.3759 0.4368 0.1056
C -20.407 22.947 -9.201 0.5985 0.7448 -0.2470 0.0062
O -20.920 21.640 -8.915 -0.8461 0.1893 0.1384 0.0697
C -20.314 20.587 -9.349 0.2860 -0.0019 0.0090 -0.5810
O -19.150 20.556 -9.741 0.6748 -0.5041 -0.6716 0.0072
O -21.096 19.546 -9.279 -0.6100 -0.0046 0.4827 0.0621
C -20.620 18.251 -9.631 0.7088 0.3188 -1.4887 0.0094
H -19.324 22.917 -9.313 -0.1316 -0.1263 0.0902 0.0575
H -20.692 23.632 -8.406 -0.0461 -0.3311 0.2511 0.0942
H -20.861 23.353 -10.105 -0.0928 -0.3658 -0.1055 0.1160
H -20.362 18.267 -10.699 -0.0266 -0.0082 0.1238 0.1076
H -21.446 17.558 -9.539 0.0783 -0.0104 0.5801 0.1110
H -19.698 18.012 -9.106 -0.3111 -0.2406 0.4333 0.0843
C -16.979 26.263 -4.799 -0.3243 0.8310 0.3151 -0.0637
C -17.867 27.342 -5.255 0.0526 -0.4084 -0.0046 -0.2828
N -18.521 28.224 -5.584 -0.1239 -0.0082 -0.1721 0.1397
H -17.035 26.256 -3.711 0.2014 -0.0539 0.0086 0.0844
H -15.981 26.564 -5.115 0.1364 -0.3908 0.0314 0.0618
H -17.280 25.280 -5.148 0.0457 0.0727 -0.2962 0.0632
C -19.724 28.317 -9.061 0.0400 -0.6071 0.8247 -0.0645
C -20.669 27.297 -8.590 0.0169 0.0144 0.0029 -0.2858
N -21.374 26.477 -8.199 0.1584 0.0089 -0.1732 0.1259
H -19.883 29.228 -8.489 -0.1756 0.1945 -0.3486 0.0866
H -19.789 28.421 -10.138 -0.0142 0.2785 -0.0010 0.0800
H -18.732 27.975 -8.757 0.0678 0.0230 -0.2405 0.0610
C -14.189 26.485 -8.682 -0.4933 0.3270 1.1812 -0.0598
C -14.574 27.558 -7.756 0.2841 0.0711 -0.7646 -0.2843
N -14.889 28.412 -7.064 -0.1831 0.2400 0.4528 0.1482
H -13.360 26.787 -9.314 0.0002 -0.0650 -0.0256 0.0860
H -15.089 26.239 -9.239 0.2309 -0.2275 -0.2613 0.0500
H -13.926 25.678 -7.994 0.1963 -0.3777 -0.5738 0.0883
```
Forces are in eV/Å.

Its expectation value of S² is 6.02. The total energy is -2627.8542 Ha. For the LUMO energy (alpha / beta), the calculation gives -3.69 / -3.45 eV. Its spin multiplicity is 5. The net charge is +1. Its HOMO energy (alpha / beta) is -11.8 / -12.1 eV.

Density functional theory data (ωB97M-V/def2-TZVPD) for C6H8OS in the gas phase.

Geometry as XYZ:
```
16
Properties=species:S:1:pos:R:3:forces:R:3:lowdin_charge:R:1
C -1.239 -1.287 -0.028 -3.8361 -1.0755 -3.9008 -0.1536
C -0.912 -1.366 -1.414 0.5780 -0.7571 2.0374 -0.0547
C 0.499 -0.759 -1.713 0.3950 -3.1128 1.5094 -0.2905
O 0.447 0.581 -1.607 1.0023 4.1932 0.1731 -0.1859
C 0.017 1.382 -0.502 1.3537 -4.0112 0.0773 -0.4428
S 0.820 1.213 1.097 0.2520 -1.4323 0.7315 0.9266
C 0.114 -0.246 1.848 3.3399 4.3465 4.5383 -0.4877
C -0.638 -1.111 1.334 -7.0267 -4.2874 -0.8523 -0.2554
H -2.446 -1.428 0.035 2.9897 -0.1008 0.3534 0.1299
H -1.597 -1.920 -2.286 1.6454 2.0948 2.7384 0.1542
H 1.314 -1.264 -1.015 -1.5395 0.9401 -0.8648 0.1539
H 0.920 -0.837 -2.700 -0.2838 -0.8973 -0.6095 0.1083
H 0.355 2.341 -0.570 0.2468 2.8002 -1.6727 0.0289
H -0.997 1.191 -0.482 -2.3492 0.4751 0.7728 0.0689
H 0.228 -0.205 3.038 -0.1291 -0.1033 -2.8532 0.1166
H -1.534 -1.617 2.139 3.3617 0.9278 -2.1782 0.1834
```
Forces are in eV/Å.

The total energy is -706.6574 Ha. The structure (SMILES) is C1=C\COCS\C=C/1. For the LUMO energy, the calculation gives 0.43 eV. Its spin multiplicity is 1. The net charge is 0. As for the energy relative to the best compared isomer or geometry (same formula, charge and spin): 495.6 kJ/mol. Its HOMO energy is -8.4 eV.

Density functional theory data (ωB97M-V/def2-TZVPD) for C14H14N2O3S in the gas phase.

Geometry as XYZ:
```
34
Properties=species:S:1:pos:R:3:forces:R:3:lowdin_charge:R:1
C -6.593 -1.035 -0.150 -0.1211 -0.2106 0.0099 -0.0877
O -5.840 0.153 -0.203 0.2375 0.2595 -0.0020 -0.0791
C -4.495 0.083 -0.031 0.1978 0.0662 0.0293 -0.2736
C -3.778 -1.087 0.196 -0.4086 -0.0666 -0.0618 -0.0163
C -2.403 -1.038 0.349 0.2242 0.2450 -0.0003 -0.0289
C -1.718 0.169 0.284 -0.3371 -0.1157 -0.0281 -0.1653
C -0.255 0.229 0.442 0.6893 -0.4878 -0.0479 -0.3626
N 0.457 -0.872 0.091 0.1518 -0.1348 0.0963 0.1829
N 0.195 1.305 0.968 -0.5928 1.1323 0.1285 0.1252
O 1.599 1.440 1.115 -0.1959 -0.7939 0.5570 -0.0056
C 2.341 1.548 0.018 0.3724 0.2770 -0.8439 -0.5413
O 1.948 1.427 -1.113 0.0166 0.0898 0.2509 0.1158
C 3.794 1.786 0.414 -0.3236 -0.0167 0.0317 -0.0934
C 4.576 0.556 0.097 0.0634 -0.3017 0.1172 -0.5180
C 5.617 0.406 -0.762 -0.2282 0.1809 0.2058 -0.1244
C 6.095 -0.923 -0.831 0.0299 -0.2692 0.0483 -0.1850
C 5.404 -1.770 -0.031 -0.2596 0.0223 0.1247 -0.4084
S 4.153 -0.961 0.832 0.4027 0.2739 -0.2653 1.0451
C -2.443 1.342 0.069 0.0021 -0.1327 -0.0119 -0.0102
C -3.808 1.300 -0.090 -0.1879 -0.1270 0.0168 0.0104
H -7.627 -0.736 -0.312 0.0645 -0.0706 0.0167 0.0933
H -6.507 -1.522 0.827 0.0096 0.0139 -0.0441 0.0960
H -6.293 -1.737 -0.934 0.0012 0.0252 0.0408 0.0958
H -4.277 -2.041 0.261 -0.0701 -0.0550 0.0018 0.1023
H -1.871 -1.957 0.551 0.0492 -0.0676 0.0227 0.1114
H 0.043 -1.526 -0.550 0.0070 0.1036 -0.0313 0.1067
H 1.463 -0.823 0.079 -0.0632 -0.0094 -0.0502 0.0495
H 3.830 2.017 1.480 0.0874 0.0795 -0.0979 0.1239
H 4.184 2.623 -0.166 -0.0586 -0.0244 0.0389 0.1338
H 6.035 1.219 -1.328 0.0268 0.1998 -0.0970 0.1132
H 6.918 -1.228 -1.452 0.1386 -0.0958 -0.0897 0.1013
H 5.544 -2.822 0.116 0.0901 -0.2217 -0.0138 0.0590
H -1.910 2.277 0.027 0.0363 0.1133 -0.0247 0.1146
H -4.379 2.199 -0.263 -0.0515 0.1190 -0.0275 0.1196
```
Forces are in eV/Å.

The total energy is -1275.2637 Ha. The structure (SMILES) is COc1ccc(/C(N)=N/OC(=O)Cc2cccs2)cc1. For the LUMO energy, the calculation gives 0.66 eV. Its spin multiplicity is 1. The net charge is 0. As for the energy relative to the best compared isomer or geometry (same formula, charge and spin): 269.9 kJ/mol. Its HOMO energy is -8.6 eV.